A.
Entry from the Open Molecules 2025 dataset: a 7-piece molecular cluster, H14O6S overall (wB97M-V/def2-TZVPD).

Last column: Mulliken charge in e.
Cartesian coordinates (Å):
O: -0.09464 -1.56953 0.64055  -0.614
H: -0.33727 -0.77611 1.07547  0.315
H: -0.95102 -1.98071 0.31161  0.286
O: 0.10398 0.77413 -2.02013  -0.605
H: 0.16410 -0.16069 -2.21417  0.332
H: 0.29331 0.75887 -1.10989  0.307
O: 1.89194 -1.56779 -0.98987  -0.706
H: 2.44850 -2.38673 -1.07316  0.293
H: 1.12614 -1.78355 -0.45973  0.398
O: 2.46215 0.81793 0.02428  -0.677
H: 2.87057 1.46329 -0.53751  0.323
H: 2.35299 0.03009 -0.52581  0.374
O: -2.17458 1.92175 0.94382  -0.630
H: -1.31926 1.45689 1.14667  0.355
H: -1.97563 2.67454 0.51449  0.274
O: 0.49530 0.97302 1.91712  -0.688
H: 0.91710 0.64543 2.74124  0.295
H: 1.20113 1.08989 1.28949  0.392
S: -3.31693 -1.38417 -0.34136  -0.413
H: -3.20604 -0.84373 -1.47853  0.173
H: -2.95182 -0.15282 0.14541  0.215

* SMILES: O.O.O.O.O.O.S
* E_LUMO: 0.45 eV
* 2S+1: 1

---

B.
Entry from the Open Molecules 2025 dataset: a 7-piece molecular cluster, H14O6S overall (wB97M-V/def2-TZVPD).

Last column: Mulliken charge in e.
Cartesian coordinates (Å):
O: 0.76664 -1.49059 3.72672  -0.610
H: 1.61360 -1.75110 3.35624  0.312
H: 0.92697 -1.23293 4.64494  0.304
O: -1.86730 -1.61209 0.70653  -0.602
H: -1.29677 -1.74213 -0.05420  0.236
H: -2.42868 -0.85875 0.43907  0.393
O: 0.71736 0.29531 -0.52406  -0.570
H: 0.41742 1.09355 -0.08085  0.288
H: 0.02442 -0.36662 -0.41204  0.270
O: -2.14241 0.89548 2.74907  -0.611
H: -2.25382 -0.06410 2.70068  0.323
H: -2.02541 1.02608 3.69791  0.282
O: 2.27084 -1.84008 -2.41513  -0.618
H: 3.07856 -1.32480 -2.39226  0.306
H: 1.52041 -1.26930 -2.20359  0.310
O: -3.25835 0.75059 -0.29738  -0.699
H: -2.83909 1.20488 0.45484  0.355
H: -2.66145 0.97246 -1.02291  0.333
S: 2.66262 2.03785 -4.39841  -0.291
H: 3.26774 2.68572 -3.40225  0.144
H: 3.50668 2.59057 -5.27294  0.145

* SMILES: O.O.O.O.O.O.S
* E_LUMO: 0.19 eV
* 2S+1: 1

---

What are the relative energies? In eV: A 0.000; B 0.651.

---

A.
Entry from the Open Molecules 2025 dataset: a 3-piece molecular cluster, C3H12N2O2 overall (wB97M-V/def2-TZVPD).

Last column: Mulliken spin population.
Cartesian coordinates (Å):
N: -0.07334 0.92920 -1.01295  0.849
C: 0.66017 0.28709 0.02972  0.078
C: 1.98502 1.07789 0.23815  0.033
O: -2.35045 0.02685 1.32604  -0.070
C: 0.96263 -1.18868 -0.30326  0.011
N: 1.64544 -1.71224 0.86576  0.969
H: -1.03580 0.57625 -1.21433  -0.010
H: -0.03518 1.95042 -1.02214  -0.019
H: 0.14354 0.34839 1.01073  0.075
H: 2.71328 1.01405 -0.56571  -0.004
H: 1.74763 2.12950 0.42915  -0.002
H: -2.99115 -0.08088 2.03571  0.004
H: 1.68724 -1.16048 -1.12603  0.055
H: 0.06922 -1.72972 -0.63124  -0.011
H: 1.16181 -2.56535 1.15690  -0.020
H: 2.42060 0.64715 1.13537  -0.003
H: -2.70298 -0.07756 0.40170  0.006
H: -3.39876 -0.23345 -1.66778  0.023
O: -2.60895 -0.23843 -1.08577  -0.963

* expectation value of S²: 1.76
* total charge: +1
* E_LUMO (spin up / spin down): -8.03 / -8.09 eV
* 2S+1: 2

---

B.
Entry from the Open Molecules 2025 dataset: a 3-piece molecular cluster, C3H12N2O2 overall (wB97M-V/def2-TZVPD).

Last column: Mulliken spin population.
Cartesian coordinates (Å):
C: 1.36499 -1.81933 -0.51932  0.090
C: 1.80079 -1.50282 0.93731  -0.004
N: 0.95306 -0.43364 1.43232  0.607
C: -0.34845 -0.68655 1.78894  -0.120
N: -1.15109 0.28418 1.81572  0.450
H: 0.38139 -2.27226 -0.45495  -0.001
H: 2.02812 -2.60661 -0.84643  0.005
H: 1.44474 -0.98567 -1.20835  -0.003
H: 1.75994 -2.41377 1.53906  0.004
H: 2.81432 -1.11347 0.96681  0.009
H: 1.08765 0.42289 0.89047  -0.022
H: -0.48212 -1.71180 2.10852  -0.003
H: -2.08986 0.19915 2.18470  -0.012
H: 2.35417 3.40347 -0.06507  0.000
H: 1.95173 3.04022 1.39391  0.000
O: 2.11841 2.67722 0.51990  0.000
H: -5.28082 1.31926 -4.75937  0.000
H: -5.10406 2.11066 -3.44758  0.000
O: -5.60290 2.08886 -4.27660  0.000

* expectation value of S²: 0.78
* total charge: +1
* E_LUMO (spin up / spin down): -3.62 / -8.28 eV
* 2S+1: 2

---

What are the relative energies? In eV: A 4.484; B 0.000.

---

A.
Entry from the Open Molecules 2025 dataset: one molecule with the formula CH5N3S2 (wB97M-V/def2-TZVPD).

Last column: Mulliken charge in e.
Cartesian coordinates (Å):
N: 1.03118 -0.87136 -0.18779  -0.575
C: 0.03482 -0.15675 -0.02649  0.537
N: -0.31232 1.01362 -0.74317  -0.336
S: 0.70919 1.61566 -1.98185  -0.177
N: -0.94568 -0.32326 0.99618  -0.391
S: -0.72699 -1.56899 2.16306  -0.145
H: 1.63471 -0.54934 -0.91571  0.233
H: -0.53312 1.74787 -0.08332  0.297
H: 1.72312 1.90981 -1.17735  0.139
H: -1.88956 -0.25362 0.66425  0.288
H: -0.72535 -2.56364 1.29218  0.130

* SMILES: N=C(NS)NS
* E_LUMO: 0.56 eV
* 2S+1: 1

---

B.
Entry from the Open Molecules 2025 dataset: one molecule with the formula CH5N3S2 (wB97M-V/def2-TZVPD).

Last column: Mulliken charge in e.
Cartesian coordinates (Å):
C: -0.29130 0.51129 -0.99897  -0.479
N: -0.36438 -1.56788 0.30164  -0.303
N: -1.47037 0.44111 0.29129  -0.425
N: -1.44335 -0.87982 0.68807  -0.042
S: 2.38751 0.56347 0.50559  -0.345
S: 0.83357 -0.82520 -0.43786  0.269
H: -0.73406 0.35179 -1.95517  0.306
H: 0.21348 1.45848 -0.85464  0.372
H: -0.83419 1.03035 1.01755  0.272
H: -1.56946 -1.12378 1.64984  0.259
H: 3.27256 0.04019 -0.20735  0.116

* E_LUMO: 0.08 eV
* 2S+1: 1

---

What are the relative energies? In eV: A 0.000; B 4.078.

---

A.
Entry from the Open Molecules 2025 dataset: a 2-piece molecular cluster, CH3O2PS overall (wB97M-V/def2-TZVPD).

Last column: Mulliken charge in e.
Cartesian coordinates (Å):
C: 0.39115 -0.30078 0.70687  -0.500
O: 2.69240 -0.83675 -0.27145  -0.475
O: 0.74043 -0.82283 -1.78463  -0.453
P: -1.75595 1.06760 -0.32040  0.045
S: 1.36683 -0.37342 -0.58355  0.855
H: 0.71519 0.27958 1.52716  0.302
H: -2.30136 1.39935 1.00664  0.088
H: -1.84869 -0.41277 -0.28065  0.138

* E_LUMO (spin up / spin down): -1.95 / -1.96 eV
* 2S+1: 1

---

B.
Entry from the Open Molecules 2025 dataset: a 2-piece molecular cluster, CH3O2PS overall (wB97M-V/def2-TZVPD).

Last column: Mulliken charge in e.
Cartesian coordinates (Å):
C: -0.14773 -0.90656 0.46354  -0.508
O: -2.68362 -0.50898 0.07847  -0.478
O: -1.09063 1.38624 0.52040  -0.489
P: 2.29524 0.26345 -0.18134  0.161
S: -1.35532 0.03340 0.11159  0.821
H: -0.31373 -1.88494 0.06924  0.316
H: 1.39858 1.12046 0.41294  0.108
H: 1.89721 0.49692 -1.47482  0.069

* E_LUMO (spin up / spin down): -2.24 / -2.23 eV
* 2S+1: 1

---

What are the relative energies? In eV: A 0.142; B 0.000.

---

A.
Entry from the Open Molecules 2025 dataset: an isolated ion of composition C3H4NS and charge +1 (wB97M-V/def2-TZVPD).

Last column: Mulliken charge in e.
Cartesian coordinates (Å):
C: 0.05464 -1.22930 -0.02792  0.041
C: 1.48004 -1.00521 0.04885  -0.180
C: -0.07878 1.03960 -0.06521  -0.505
N: -0.69336 -0.18398 0.10661  -0.019
S: 1.79571 0.63322 0.04786  0.220
H: -0.30757 -2.20276 -0.35329  0.395
H: -0.55931 1.53254 -1.02361  0.378
H: -0.03835 1.69823 0.82768  0.368
H: -1.65302 -0.28233 0.43904  0.302

* total charge: +1
* E_LUMO (spin up / spin down): -7.09 / -7.09 eV
* 2S+1: 1

---

B.
Entry from the Open Molecules 2025 dataset: an isolated ion of composition C3H4NS and charge +1 (wB97M-V/def2-TZVPD).

Last column: Mulliken charge in e.
Cartesian coordinates (Å):
C: 0.21989 1.24851 -0.04387  0.376
C: -0.87762 1.91445 0.03588  -0.416
C: -0.22255 -1.08565 -0.03322  -0.452
N: 0.71465 0.02433 -0.01886  -0.029
S: -1.97982 -0.74154 0.00875  0.114
H: 0.94760 2.06429 -0.28291  0.328
H: -0.01913 -1.74373 -0.89632  0.436
H: -0.45993 -1.62132 0.98724  0.337
H: 1.67692 -0.05934 0.24332  0.305

* total charge: +1
* E_LUMO (spin up / spin down): -8.88 / -8.82 eV
* 2S+1: 1

---

What are the relative energies? In eV: A 0.000; B 4.001.

---

A.
Entry from the Open Molecules 2025 dataset: C27H40F3N8O9SV as an isolated structure (wB97M-V/def2-TZVPD).

Last column: Mulliken spin population.
Cartesian coordinates (Å):
V: 3.60428 5.79589 -6.48237  2.040
N: 5.03725 7.34919 -4.83990  -0.003
O: 5.23218 7.24572 -6.08701  -0.006
O: 5.64884 8.07213 -4.12436  0.015
O: 4.17574 6.48743 -4.47315  0.010
N: 1.00080 5.26368 -6.31860  -0.010
O: -0.13682 4.98157 -6.18662  0.019
O: 1.71751 5.93217 -5.49035  -0.029
O: 1.75966 4.88064 -7.26755  -0.019
C: 2.56579 7.04339 -10.28193  0.001
F: 3.19902 7.01461 -11.45796  0.000
F: 1.81893 8.14793 -10.17531  0.000
F: 1.79981 5.96012 -10.14075  0.000
S: 3.81433 7.10453 -8.91986  -0.010
O: 4.85599 7.98019 -9.31927  0.000
O: 3.03390 7.46438 -7.72215  0.010
O: 4.22091 5.71903 -8.55513  0.007
N: 7.70444 7.98318 -8.83094  0.000
C: 8.06503 8.18764 -7.52649  0.000
C: 9.35355 7.74190 -7.36778  0.000
C: 9.80173 7.26991 -8.63548  0.000
C: 8.75451 7.42606 -9.50703  0.000
H: 6.80489 8.21559 -9.22729  0.000
H: 7.36893 8.61263 -6.82304  0.000
H: 9.82758 7.71596 -6.39886  0.000
H: 10.69961 6.70528 -8.82487  0.000
H: 8.64953 7.17368 -10.54910  0.000
N: 4.39760 12.02375 -5.65357  0.000
C: 5.09804 10.97827 -6.18951  0.000
C: 4.69965 10.82714 -7.48931  0.001
C: 3.71578 11.82490 -7.74408  0.000
C: 3.55447 12.55243 -6.59379  0.000
H: 4.52721 12.42630 -4.74346  0.000
H: 5.88860 10.48801 -5.64950  -0.001
H: 5.17684 10.22995 -8.24795  0.000
H: 3.11856 11.92249 -8.63632  0.000
H: 2.97273 13.43691 -6.40193  0.000
N: 2.73085 9.12192 0.67382  0.000
C: 2.42091 8.53531 -0.53145  0.000
C: 3.55058 8.54077 -1.29298  -0.001
C: 4.58037 9.15003 -0.51755  0.000
C: 4.02647 9.54573 0.66886  0.000
H: 2.09343 9.22804 1.44053  0.000
H: 1.42956 8.12971 -0.64045  0.000
H: 3.72310 8.12186 -2.26961  0.000
H: 5.58213 9.29337 -0.88931  0.000
H: 4.46987 10.05462 1.50696  0.000
N: 7.85360 6.37262 -3.38663  0.000
C: 8.63032 5.46048 -4.03371  0.000
C: 8.26474 4.20883 -3.60970  0.000
C: 7.15585 4.37483 -2.73517  0.000
C: 6.94909 5.72005 -2.58316  0.000
H: 7.90391 7.36671 -3.53951  0.000
H: 9.40612 5.76014 -4.71818  0.000
H: 8.73691 3.30006 -3.94495  0.000
H: 6.51789 3.61918 -2.30462  0.000
H: 6.22219 6.31908 -2.05964  0.000
N: 9.53045 11.26501 -4.73027  0.000
C: 10.05145 10.32657 -3.86893  0.000
C: 9.01237 9.72984 -3.23461  0.000
C: 7.81920 10.41019 -3.63193  0.000
C: 8.17943 11.32524 -4.56488  0.000
H: 10.06758 11.74682 -5.42673  0.000
H: 11.12492 10.24328 -3.83919  0.000
H: 9.11067 9.04261 -2.40780  0.000
H: 6.82757 10.27935 -3.23261  0.000
H: 7.60270 12.04573 -5.12092  0.000
C: 2.81809 3.05513 -4.57814  0.029
C: 4.27477 3.36092 -4.84916  0.049
N: 4.57278 3.92064 -6.21040  -0.193
C: 6.05771 4.14927 -6.15017  0.026
C: 6.76914 4.45788 -7.46251  0.015
C: 4.20335 2.94439 -7.26829  0.051
C: 4.80119 1.54522 -7.11933  0.001
H: 2.70962 2.41743 -3.69795  0.001
H: 2.35956 2.46000 -5.37188  -0.001
H: 2.20969 3.93806 -4.38905  0.000
H: 4.67881 4.04012 -4.09914  -0.013
H: 4.85265 2.44142 -4.72137  0.003
H: 6.60876 3.28254 -5.78473  0.010
H: 6.25865 4.96735 -5.46098  0.002
H: 6.47092 5.39436 -7.92627  -0.002
H: 6.57455 3.68150 -8.20442  0.001
H: 7.83930 4.46062 -7.26522  0.001
H: 3.12236 2.85290 -7.31742  -0.006
H: 4.55932 3.35708 -8.20629  0.002
H: 5.83770 1.54343 -6.79079  0.000
H: 4.22632 0.94166 -6.40899  0.000
H: 4.69617 0.99378 -8.05328  0.000

* expectation value of S²: 2.01
* E_LUMO (spin up / spin down): -1.01 / -0.32 eV
* 2S+1: 3

---

B.
Entry from the Open Molecules 2025 dataset: C27H40F3N8O9SV as an isolated structure (wB97M-V/def2-TZVPD).

Last column: Mulliken spin population.
Cartesian coordinates (Å):
V: -0.57076 1.66475 -1.04875  1.972
N: -0.16079 -0.77971 0.10878  -0.004
O: 0.19679 -1.94257 0.32804  0.013
O: 0.55411 0.23829 0.18883  -0.020
O: -1.21286 -0.39019 -0.36986  0.009
N: -2.22670 2.60954 -2.98744  -0.005
O: -3.09612 3.14773 -3.64145  0.017
O: -1.14831 3.04067 -2.69344  -0.032
O: -2.34569 1.62170 -2.25725  -0.042
C: 2.71129 2.78406 -3.59874  -0.001
F: 3.82281 2.13444 -3.93163  0.000
F: 3.01681 4.03386 -3.22576  0.000
F: 1.85440 2.79039 -4.62498  0.000
S: 2.03250 1.85033 -1.96832  0.008
O: 3.09563 1.13431 -1.23001  -0.003
O: 1.22160 2.76215 -1.10581  -0.006
O: 0.85185 1.07054 -2.42542  0.046
N: 4.02424 0.67648 1.26473  0.000
C: 4.84653 1.51260 1.95596  0.000
C: 4.73391 1.35709 3.28176  0.000
C: 3.86200 0.27578 3.45851  0.000
C: 3.41067 -0.14210 2.20232  0.001
H: 3.89833 0.63842 0.26333  0.000
H: 5.55728 2.17541 1.48489  0.000
H: 5.31483 1.89618 4.01546  0.000
H: 3.59262 -0.03291 4.45778  0.000
H: 2.61237 -0.80681 1.90692  -0.001
N: 0.03733 -1.71721 -3.32746  0.002
C: -0.29681 -0.84379 -4.37069  0.007
C: -1.70286 -0.81771 -4.47208  -0.004
C: -2.16162 -1.69594 -3.47146  0.001
C: -1.06982 -2.23569 -2.75475  -0.002
H: 0.97250 -2.04661 -3.13497  -0.001
H: 0.48337 -0.29148 -4.87337  -0.001
H: -2.19503 -0.24458 -5.24390  0.000
H: -3.19053 -1.88708 -3.20461  0.000
H: -1.00949 -2.82226 -1.84993  0.001
N: -0.83229 -4.66947 0.29377  0.000
C: -1.41179 -5.04647 1.43997  0.000
C: -2.21888 -6.14337 1.13364  0.000
C: -2.09025 -6.45337 -0.27115  0.000
C: -1.11741 -5.52189 -0.70893  0.000
H: -0.22017 -3.86701 0.25562  0.000
H: -1.26941 -4.44014 2.32230  0.000
H: -2.90015 -6.70191 1.75838  0.000
H: -2.59507 -7.22039 -0.83969  0.000
H: -0.56798 -5.37428 -1.62694  0.000
N: -2.22785 -0.05471 4.48365  0.000
C: -1.87107 -0.91027 3.48438  -0.001
C: -0.45972 -1.11781 3.43926  0.001
C: 0.06834 -0.28136 4.40347  0.000
C: -1.06006 0.44019 5.01883  0.000
H: -3.16954 0.13890 4.79323  0.000
H: -2.63130 -1.33142 2.84323  0.000
H: 0.10843 -1.78943 2.81273  0.000
H: 1.12404 -0.17659 4.60576  0.000
H: -1.19102 1.19596 5.77913  0.000
N: 3.30460 -1.58459 -2.15512  0.000
C: 3.03027 -2.05088 -3.42122  0.000
C: 2.56055 -3.32831 -3.31433  0.000
C: 2.53050 -3.67080 -1.96744  0.000
C: 2.93233 -2.60461 -1.27669  0.000
H: 3.57207 -0.63757 -1.92771  0.000
H: 3.16171 -1.44036 -4.30235  0.000
H: 2.31520 -3.91126 -4.18976  0.000
H: 2.17111 -4.61247 -1.57951  0.000
H: 2.97003 -2.36062 -0.22529  0.000
C: -3.23626 4.68801 1.04349  0.003
C: -2.41725 3.87031 -0.03278  0.049
N: -1.51620 2.76221 0.50620  -0.107
C: -0.48688 3.44678 1.31428  0.023
C: 0.60793 2.59840 2.02520  0.022
C: -2.27845 1.81747 1.47209  0.007
C: -3.56416 1.16562 0.97564  0.013
H: -3.86175 4.07846 1.69564  0.000
H: -3.94388 5.28930 0.47268  0.000
H: -2.69565 5.43236 1.62812  0.000
H: -3.17790 3.36988 -0.63200  0.000
H: -1.93071 4.53114 -0.75019  0.000
H: -0.96135 4.06145 2.07924  0.002
H: 0.02837 4.14977 0.65975  -0.006
H: 0.19703 1.81703 2.66452  -0.004
H: 1.13452 3.22790 2.74251  0.000
H: 1.33668 2.14508 1.35323  0.005
H: -1.52215 1.04692 1.62164  0.033
H: -2.44180 2.26259 2.45356  0.002
H: -3.97706 0.50164 1.73508  0.000
H: -4.23276 1.98722 0.71866  0.001
H: -3.39204 0.55884 0.08665  -0.001

* expectation value of S²: 2.02
* E_LUMO (spin up / spin down): -1.58 / -0.60 eV
* 2S+1: 3

---

What are the relative energies? In eV: A 0.000; B 3.513.